[1]
Formula: C5H12N2
Source: the Open Molecules 2025 dataset
Level of theory: ωB97M-V with the def2-TZVPD basis set

Structure (XYZ):
```
19
Properties=species:S:1:pos:R:3
C -0.00964 -0.92591 -0.24507
C 0.73946 -2.21726 -0.20782
C -1.25290 -0.67842 0.59224
C -0.36813 -0.25422 -2.72809
C 0.09639 2.26938 2.10483
N 0.04602 -0.29512 -1.51634
N 0.77623 0.24377 -0.59000
H 1.74585 -2.20244 -0.74011
H 0.12114 -3.03823 -0.49995
H 1.23549 -2.22472 0.76443
H -2.04391 -1.25561 0.09655
H -1.37035 0.47744 0.62127
H -1.22300 -1.16952 1.51646
H -0.17096 0.61661 -3.30719
H -1.31249 -0.85086 -3.03553
H 0.60075 2.24250 1.22707
H -0.78290 1.67864 2.02887
H -0.26703 3.35730 2.12090
H 0.80789 2.12965 2.89861
```

As for the gap between HOMO and LUMO: 8.92 eV. As for the total charge: 0.


[2]
Formula: C5H12N2
Source: the Open Molecules 2025 dataset
Level of theory: ωB97M-V with the def2-TZVPD basis set

Structure (XYZ):
```
19
Properties=species:S:1:pos:R:3
C -0.09776 0.07588 -3.13262
C 0.73860 -0.88383 -2.39814
C 0.32901 -1.10326 -0.81289
C -0.15323 0.15025 0.07902
N -1.19686 1.10943 2.77868
C 0.04684 0.42295 2.55587
N 0.56958 0.20902 1.42517
H 0.28435 0.25566 -4.09918
H -1.13065 -0.20611 -2.97596
H 0.04075 1.14632 -2.73973
H 0.84299 -1.79032 -2.86321
H 1.74413 -0.51210 -2.32111
H 1.23436 -1.58290 -0.31687
H -0.39436 -1.89721 -0.78925
H -1.23537 0.00998 0.28319
H 0.40346 1.06572 -0.36059
H -1.67834 1.21078 1.89362
H -1.66644 0.94468 3.69795
H 0.76526 0.15439 3.41685
```

As for the gap between HOMO and LUMO: 9.67 eV. As for the total charge: 0.


[3]
Formula: C5H12N2
Source: the Open Molecules 2025 dataset
Level of theory: ωB97M-V with the def2-TZVPD basis set

Structure (XYZ):
```
19
Properties=species:S:1:pos:R:3
C -0.69446 -0.04493 -0.36905
C 0.50670 0.93664 2.10636
C -0.54174 1.17913 -1.26220
N 1.08594 0.11875 1.06484
C 0.55907 -0.74476 0.05470
N -1.50679 -1.13930 -1.23994
C 1.28752 -1.66998 -0.57260
H 2.10369 0.12683 1.07337
H -1.40242 0.12798 0.44475
H -1.74453 -1.93867 -0.65359
H -2.35541 -0.78977 -1.67955
H 1.15824 0.92514 2.98490
H 0.44195 1.97317 1.76374
H -0.47996 0.57493 2.40441
H 0.22186 1.03415 -2.03329
H -1.49270 1.38848 -1.76220
H -0.30016 2.06855 -0.67300
H 2.25908 -1.96844 -0.19412
H 0.89411 -2.15790 -1.45753
```

As for the gap between HOMO and LUMO: 8.86 eV. As for the total charge: 0.


[4]
Formula: C5H12N2
Source: the Open Molecules 2025 dataset
Level of theory: ωB97M-V with the def2-TZVPD basis set

Structure (XYZ):
```
19
Properties=species:S:1:pos:R:3
C 1.99841 -0.01660 1.36935
C -0.52493 1.74688 0.27323
C 0.23702 0.06085 -1.29365
C 0.48884 -0.34015 1.17857
C 0.05557 0.41304 -0.01870
N -1.98947 -1.69721 -1.48539
N -1.71714 -2.30224 -0.48128
H 2.19249 1.08299 1.41655
H 2.33896 -0.49191 0.53493
H 2.45168 -0.43722 2.28859
H -0.06215 2.60936 0.87527
H -1.35803 1.63438 0.87567
H -0.72738 2.17282 -0.72863
H -2.59426 -2.08873 -2.32855
H 0.00197 0.71397 -2.09290
H 0.71252 -0.80850 -1.59173
H 0.36458 -1.44560 0.96899
H -0.24502 -0.03807 1.96388
H -1.62367 -0.76806 -1.72420
```

As for the gap between HOMO and LUMO (alpha / beta): 7.50 / 9.58 eV. As for the total charge: 0. Its spin multiplicity is 3.


[5]
Formula: C5H12N2
Source: the Open Molecules 2025 dataset
Level of theory: ωB97M-V with the def2-TZVPD basis set

Structure (XYZ):
```
19
Properties=species:S:1:pos:R:3
C -2.61706 0.37856 -0.75862
C -1.75454 -0.79866 -0.30913
C -0.26313 -0.62520 -0.82739
C 0.83767 -0.88740 0.27271
N 2.94707 1.23911 0.65012
C 1.77441 1.08152 1.30271
N 0.88182 0.21230 1.18268
H -3.66832 0.12821 -0.26016
H -2.21002 1.27647 -0.37367
H -2.71264 0.42651 -1.90749
H -1.74980 -1.06008 0.77028
H -2.38283 -1.68375 -0.62631
H -0.10686 0.42745 -1.12404
H -0.14493 -1.28411 -1.67010
H 1.84304 -1.20363 -0.18372
H 0.64564 -1.72913 0.89914
H 3.26789 0.63061 -0.13789
H 3.75689 1.80261 0.90591
H 1.65569 1.66859 2.19498
```

As for the gap between HOMO and LUMO (alpha / beta): 10.94 / 5.96 eV. As for the total charge: +1. Its spin multiplicity is 2.


[6]
Formula: C5H12N2
Source: the Open Molecules 2025 dataset
Level of theory: ωB97M-V with the def2-TZVPD basis set

Structure (XYZ):
```
19
Properties=species:S:1:pos:R:3
C 0.62726 1.83851 0.95180
C -1.93862 -0.15100 -0.81774
C 2.96075 1.37785 0.34867
C -1.38789 -1.59148 0.89270
C 0.35441 -0.40974 -0.43353
N 1.69485 1.49945 0.70739
N -0.86585 -0.72407 -0.20297
H -1.47615 0.52560 -1.49224
H -0.45153 1.91678 1.22398
H -2.69839 0.38908 -0.07821
H -2.58023 -0.82993 -1.32597
H 3.64974 0.94368 1.07770
H 3.58174 2.28072 0.15321
H 2.92970 0.57743 -0.58148
H -1.79918 -2.55055 0.63438
H -2.15710 -1.05047 1.44016
H -0.42386 -1.85958 1.50832
H 0.64358 0.16534 -1.26945
H 1.14862 -0.80105 0.15670
```

As for the gap between HOMO and LUMO: 11.51 eV. As for the total charge: +2.


[7]
Formula: C5H12N2
Source: the Open Molecules 2025 dataset
Level of theory: ωB97M-V with the def2-TZVPD basis set

Structure (XYZ):
```
19
Properties=species:S:1:pos:R:3
C -1.65089 0.15435 -0.23734
C -0.26399 -0.51261 -0.16842
C 0.71538 0.53145 -0.40934
C 0.79862 1.51667 -1.36344
C 2.19320 -0.97485 1.28766
N 1.89148 0.20222 0.25077
N -2.93306 -0.68199 0.41838
H -1.48118 1.11264 0.33764
H -2.06464 0.53957 -1.15182
H -0.07707 -1.43560 -0.75379
H -0.10237 -0.83636 0.96213
H 0.10097 1.54317 -2.20246
H 1.62186 2.23679 -1.19506
H 2.36491 -0.44724 2.29070
H 3.07634 -1.44394 0.94660
H 2.68569 0.53407 -0.29567
H -2.56233 -1.31394 1.09802
H -3.66218 -0.12226 0.92825
H -3.36284 -1.29854 -0.30328
```

As for the gap between HOMO and LUMO: 5.90 eV. As for the total charge: +2.


[8]
Formula: C5H12N2
Source: the Open Molecules 2025 dataset
Level of theory: ωB97M-V with the def2-TZVPD basis set

Structure (XYZ):
```
19
Properties=species:S:1:pos:R:3
C 1.91654 0.01310 1.39060
C 0.70048 0.33702 0.36624
C -0.12813 -0.76962 -0.31517
C -1.56136 -0.61830 -0.69446
N -2.05557 -1.22969 -1.73278
C -3.51152 -1.30722 -1.87010
N 3.23912 2.23061 1.32656
H 2.64093 -0.77338 0.81972
H 1.64539 -0.48038 2.34093
H 1.28506 0.87602 -0.47184
H 0.04092 1.12984 0.74951
H 0.36761 -1.61624 -0.84248
H -2.20274 0.13847 -0.06538
H -3.74178 -2.34976 -2.12313
H -4.13408 -1.00776 -1.05410
H -3.81105 -0.87850 -2.84011
H 2.76947 3.09920 1.52043
H 2.53654 0.95967 1.61520
H 4.00418 2.24692 1.88038
```

As for the gap between HOMO and LUMO: 4.98 eV. As for the total charge: +2.


[9]
Formula: C5H12N2O
Source: the Open Molecules 2025 dataset
Level of theory: ωB97M-V with the def2-TZVPD basis set

Structure (XYZ):
```
20
Properties=species:S:1:pos:R:3
C -0.04330 0.69171 0.31519
N -1.50600 0.57785 0.38028
C -2.23165 1.58294 1.01290
C -3.28171 2.22560 -0.00314
C 0.38468 -0.39829 -0.75384
N 1.42384 -1.28276 -0.26836
C 2.74218 -1.45255 -0.60578
O 3.35134 -2.48164 -0.16214
H 0.43161 1.63305 -0.07478
H 0.33073 0.39122 1.34310
H -1.73437 -0.35289 0.70148
H -2.87257 1.07248 1.93175
H -1.43744 2.38123 1.29169
H -3.68330 3.24750 0.30338
H -4.13745 1.58447 -0.19227
H -2.91815 2.18488 -1.07340
H 0.74681 0.12181 -1.69610
H -0.45839 -0.96355 -1.08241
H 0.97693 -1.80411 0.52132
H 3.09873 -0.60516 -1.25205
```

As for the gap between HOMO and LUMO: 9.71 eV. As for the total charge: 0.


[10]
Formula: C5H12N2O
Source: the Open Molecules 2025 dataset
Level of theory: ωB97M-V with the def2-TZVPD basis set

Structure (XYZ):
```
20
Properties=species:S:1:pos:R:3
C 0.52621 1.40384 -2.23998
C 1.76989 0.76249 -1.60685
N 1.47502 -0.10685 -0.47305
C 0.24957 -0.85202 -0.21823
C -0.85556 0.14390 0.31044
N -1.61298 -0.24147 1.50566
C -0.85418 -0.82445 2.72414
O 2.86463 0.95331 -2.02433
H 0.81685 1.55667 -3.36866
H 0.16771 2.39415 -1.79487
H -0.28073 0.78813 -2.09998
H 2.27497 -0.57157 -0.12286
H -0.12033 -1.31399 -1.16942
H 0.31593 -1.79782 0.36565
H -0.36101 1.11537 0.28932
H -1.69272 0.31112 -0.47484
H -2.30691 -0.91889 1.13560
H 0.19348 -0.88955 2.83850
H -1.39962 -1.74038 2.88163
H -1.17023 -0.17200 3.54215
```

As for the gap between HOMO and LUMO: 9.59 eV. As for the total charge: 0.


Energy relative to the best compared isomer or geometry (same formula, charge and spin) values (in kcal/mol) by entry order: 108.1, 55.6, 43.5, 21.5, 64.0, 97.5, 129.8, 219.8, 69.7, 61.8.
Total energy values (in eV) by entry order: -8355.448, -8357.727, -8358.252, -8354.403, -8349.795, -8337.991, -8336.592, -8332.688, -10405.399, -10405.744.